Formula: C66H198N33O11P11
Source: OMol25
Level of theory: ωB97M-V with the def2-TZVPD basis set

largest force on an atom: 3.417 eV/A
orbital gap: 8.32 eV
energy relative to the best compared isomer or geometry (same formula, charge and spin): 136.9 kcal/mol

CARTESIAN COORDINATES (ANGSTROEM)
1 C 6.709 -1.942 -5.434
2 N 6.404 -3.046 -4.476
3 C 7.665 -3.458 -3.777
4 P 4.899 -2.963 -3.636
5 O 4.760 -1.889 -2.571
6 N 3.665 -2.792 -4.837
7 C 2.528 -1.899 -4.494
8 C 3.473 -3.636 -6.004
9 N 4.579 -4.556 -3.162
10 C 5.208 -5.734 -3.737
11 C 3.712 -4.884 -2.082
12 H 5.824 -1.710 -6.027
13 H 7.519 -2.136 -6.137
14 H 6.985 -1.013 -4.934
15 H 8.478 -3.764 -4.435
16 H 7.480 -4.266 -3.068
17 H 8.082 -2.731 -3.080
18 H 1.940 -1.567 -5.350
19 H 1.755 -2.452 -3.961
20 H 2.972 -1.026 -4.016
21 H 2.503 -3.462 -6.470
22 H 4.195 -3.498 -6.808
23 H 3.317 -4.658 -5.659
24 H 4.560 -6.600 -3.874
25 H 5.738 -5.449 -4.646
26 H 6.030 -6.058 -3.098
27 H 4.126 -5.607 -1.379
28 H 2.815 -5.277 -2.560
29 H 3.458 -4.043 -1.436
30 C -8.700 2.593 -3.131
31 N -7.995 3.328 -2.093
32 C -6.821 4.012 -2.668
33 P -8.672 3.398 -0.534
34 O -9.737 2.427 -0.257
35 N -7.315 3.154 0.518
36 C -7.654 3.272 1.948
37 C -6.215 2.268 0.293
38 N -9.145 5.059 -0.408
39 C -8.241 6.157 -0.080
40 C -10.456 5.605 -0.983
41 H -9.769 2.664 -2.929
42 H -8.550 1.518 -3.234
43 H -8.537 3.088 -4.088
44 H -7.074 4.844 -3.326
45 H -6.186 3.392 -3.301
46 H -6.153 4.409 -1.903
47 H -6.905 3.884 2.451
48 H -8.665 3.634 2.135
49 H -7.491 2.343 2.495
50 H -6.240 1.992 -0.761
51 H -5.312 2.846 0.487
52 H -6.378 1.383 0.909
53 H -8.814 6.941 0.414
54 H -7.468 5.692 0.532
55 H -7.770 6.485 -1.007
56 H -11.149 6.023 -0.252
57 H -10.990 4.814 -1.509
58 H -10.307 6.367 -1.748
59 C -6.149 -5.963 5.555
60 N -5.530 -5.995 4.236
61 C -6.563 -6.002 3.149
62 P -3.974 -5.582 3.782
63 O -3.647 -5.853 2.366
64 N -4.001 -3.969 4.292
65 C -4.651 -2.990 3.418
66 C -3.810 -3.599 5.687
67 N -2.998 -6.396 4.921
68 C -1.556 -6.062 4.909
69 C -3.171 -7.808 5.052
70 H -5.639 -6.468 6.376
71 H -7.170 -6.322 5.690
72 H -6.203 -4.955 5.966
73 H -6.766 -4.959 2.905
74 H -7.416 -6.501 3.607
75 H -6.171 -6.540 2.286
76 H -4.483 -3.359 2.406
77 H -5.679 -2.931 3.773
78 H -4.103 -2.055 3.528
79 H -2.962 -2.917 5.754
80 H -4.556 -2.847 5.943
81 H -3.792 -4.393 6.434
82 H -1.352 -4.993 4.963
83 H -1.034 -6.582 5.712
84 H -1.154 -6.504 3.997
85 H -4.149 -7.980 5.502
86 H -2.516 -8.334 5.747
87 H -3.242 -8.377 4.125
88 C -0.846 8.411 2.282
89 N -1.322 7.194 1.724
90 C -2.546 6.705 2.367
91 P -0.593 6.476 0.282
92 O 0.700 7.061 -0.149
93 N -0.470 4.806 0.720
94 C 0.168 4.574 2.030
95 C -0.103 3.889 -0.446
96 N -1.914 6.632 -0.779
97 C -2.261 7.986 -1.136
98 C -2.999 5.697 -0.943
99 H 0.117 8.205 2.749
100 H -1.537 8.785 3.038
101 H -0.629 9.233 1.600
102 H -3.169 6.060 1.747
103 H -3.313 7.437 2.623
104 H -2.298 6.202 3.302
105 H -0.426 4.947 2.864
106 H 0.428 3.541 2.263
107 H 1.192 4.927 2.157
108 H -0.821 4.304 -1.153
109 H 0.919 4.055 -0.788
110 H -0.469 2.883 -0.245
111 H -2.879 8.045 -2.032
112 H -2.802 8.400 -0.286
113 H -1.363 8.466 -1.526
114 H -3.188 5.401 -1.975
115 H -3.915 6.075 -0.487
116 H -2.662 4.726 -0.581
117 C -1.407 1.783 9.551
118 N -1.162 1.892 8.098
119 C -2.421 1.894 7.248
120 P 0.230 2.756 7.502
121 O 0.021 4.259 7.320
122 N 1.545 2.512 8.558
123 C 1.953 1.177 8.971
124 C 2.628 3.491 8.435
125 N 0.563 1.874 6.069
126 C 0.368 0.387 6.032
127 C 1.412 2.493 4.993
128 H -0.448 1.671 10.058
129 H -2.007 0.902 9.778
130 H -2.044 2.585 9.925
131 H -2.195 1.943 6.182
132 H -3.134 2.697 7.433
133 H -3.032 1.032 7.517
134 H 1.120 0.647 9.432
135 H 2.456 0.654 8.158
136 H 2.504 1.163 9.912
137 H 2.248 4.511 8.386
138 H 3.207 3.419 9.355
139 H 3.166 3.227 7.524
140 H -0.634 0.127 6.371
141 H 0.374 0.098 4.981
142 H 1.128 -0.135 6.613
143 H 1.653 1.845 4.150
144 H 2.365 2.811 5.416
145 H 0.844 3.266 4.477
146 C -6.062 1.309 -5.386
147 N -5.099 1.567 -6.426
148 C -5.382 2.689 -7.396
149 P -3.772 0.466 -6.662
150 O -2.844 0.834 -7.776
151 N -3.132 0.229 -5.057
152 C -2.146 -0.802 -4.803
153 C -2.935 1.408 -4.231
154 N -4.532 -1.054 -7.112
155 C -5.380 -1.708 -6.092
156 C -4.969 -1.123 -8.546
157 H -6.397 2.187 -4.834
158 H -5.707 0.603 -4.634
159 H -6.940 0.869 -5.857
160 H -6.347 2.599 -7.895
161 H -4.512 2.788 -8.044
162 H -5.468 3.548 -6.731
163 H -2.473 -1.599 -5.471
164 H -1.146 -0.570 -5.170
165 H -2.119 -1.133 -3.765
166 H -2.853 1.032 -3.211
167 H -2.081 2.010 -4.542
168 H -3.845 2.006 -4.192
169 H -4.992 -1.556 -5.084
170 H -6.388 -1.309 -5.982
171 H -5.470 -2.759 -6.364
172 H -5.385 -0.222 -8.996
173 H -5.639 -1.967 -8.710
174 H -4.074 -1.256 -9.154
175 C -2.550 -4.562 -2.819
176 N -1.740 -5.797 -3.023
177 C -0.315 -5.570 -3.298
178 P -2.307 -7.406 -3.105
179 O -1.418 -8.323 -3.868
180 N -2.576 -7.823 -1.473
181 C -2.412 -9.281 -1.083
182 C -2.593 -6.774 -0.417
183 N -3.884 -7.330 -3.802
184 C -3.949 -6.748 -5.119
185 C -4.957 -8.402 -3.644
186 H -2.363 -3.872 -3.641
187 H -2.411 -4.105 -1.839
188 H -3.635 -4.665 -2.794
189 H -0.093 -5.723 -4.354
190 H 0.350 -6.129 -2.639
191 H -0.054 -4.552 -3.011
192 H -2.100 -9.441 -0.051
193 H -3.346 -9.819 -1.241
194 H -1.662 -9.724 -1.738
195 H -3.226 -7.123 0.398
196 H -1.560 -6.579 -0.131
197 H -3.108 -5.954 -0.917
198 H -4.899 -6.310 -5.424
199 H -3.246 -5.924 -5.231
200 H -3.618 -7.406 -5.923
201 H -4.642 -9.351 -4.078
202 H -5.891 -8.092 -4.114
203 H -4.965 -8.678 -2.590
204 C 2.197 -3.412 3.063
205 N 3.554 -2.994 2.672
206 C 4.474 -4.081 2.363
207 P 4.070 -1.376 2.938
208 O 2.853 -0.488 2.958
209 N 4.874 -1.483 4.478
210 C 6.083 -2.324 4.622
211 C 4.497 -0.905 5.787
212 N 5.315 -1.181 1.764
213 C 5.115 -1.392 0.314
214 C 6.326 -0.121 2.019
215 H 1.649 -2.587 3.519
216 H 2.255 -4.263 3.741
217 H 1.645 -3.739 2.182
218 H 3.931 -4.536 1.534
219 H 4.440 -4.718 3.247
220 H 5.483 -3.759 2.106
221 H 6.842 -1.894 3.968
222 H 6.505 -2.143 5.610
223 H 5.919 -3.388 4.452
224 H 3.618 -1.421 6.173
225 H 5.276 -0.980 6.546
226 H 4.244 0.155 5.744
227 H 4.718 -0.531 -0.225
228 H 6.048 -1.771 -0.103
229 H 4.470 -2.257 0.159
230 H 6.062 0.796 1.491
231 H 7.234 -0.466 1.524
232 H 6.550 0.161 3.048
233 C 5.627 1.783 -7.084
234 N 5.098 1.814 -5.721
235 C 3.667 1.680 -5.859
236 P 5.735 2.960 -4.667
237 O 5.584 4.344 -5.117
238 N 4.938 2.487 -3.181
239 C 3.942 3.478 -2.690
240 C 5.048 1.277 -2.406
241 N 7.343 2.538 -4.469
242 C 8.201 3.587 -3.876
243 C 7.836 1.188 -4.287
244 H 5.024 1.131 -7.716
245 H 6.654 1.427 -7.166
246 H 5.566 2.754 -7.577
247 H 3.419 0.718 -6.307
248 H 3.315 2.484 -6.506
249 H 3.177 1.768 -4.889
250 H 3.721 4.169 -3.503
251 H 3.024 2.952 -2.429
252 H 4.297 4.031 -1.820
253 H 5.039 0.406 -3.061
254 H 6.003 1.166 -1.891
255 H 4.250 1.265 -1.664
256 H 7.721 4.565 -3.923
257 H 8.430 3.283 -2.855
258 H 9.092 3.694 -4.494
259 H 8.768 1.348 -3.744
260 H 7.871 0.736 -5.279
261 H 7.199 0.660 -3.578
262 C 3.642 5.743 1.385
263 N 4.445 4.475 1.527
264 C 3.747 3.262 1.181
265 P 5.948 4.621 2.274
266 O 6.520 5.959 2.248
267 N 5.672 3.998 3.866
268 C 6.515 4.396 5.018
269 C 4.990 2.694 4.053
270 N 6.960 3.420 1.679
271 C 8.381 3.283 2.134
272 C 6.839 3.082 0.242
273 H 3.060 5.968 2.278
274 H 2.910 5.705 0.578
275 H 4.322 6.586 1.260
276 H 3.513 3.165 0.120
277 H 2.801 3.271 1.723
278 H 4.335 2.423 1.552
279 H 6.865 5.423 4.912
280 H 5.931 4.401 5.938
281 H 7.358 3.712 5.118
282 H 3.944 2.802 3.765
283 H 5.420 1.912 3.426
284 H 5.023 2.376 5.095
285 H 8.429 2.636 3.010
286 H 9.053 2.831 1.403
287 H 8.741 4.260 2.455
288 H 5.878 3.435 -0.132
289 H 6.954 2.021 0.021
290 H 7.645 3.613 -0.263
291 C -1.193 -3.210 0.970
292 N -0.341 -2.247 0.220
293 C 0.758 -2.870 -0.533
294 P -1.186 -0.892 -0.393
295 O -2.196 -1.272 -1.394
296 N -1.664 -0.095 1.066
297 C -0.941 -0.290 2.330
298 C -2.508 1.111 0.981
299 N 0.047 0.175 -0.898
300 C 0.162 0.727 -2.229
301 C 1.155 0.523 -0.094
302 H -0.549 -3.909 1.505
303 H -1.959 -3.656 0.337
304 H -1.633 -2.736 1.848
305 H 1.166 -3.753 -0.041
306 H 1.472 -2.113 -0.859
307 H 0.279 -3.261 -1.430
308 H -0.983 0.569 3.000
309 H -1.514 -1.050 2.860
310 H 0.091 -0.591 2.149
311 H -2.426 1.603 0.012
312 H -3.540 0.770 0.892
313 H -2.352 1.833 1.783
314 H 0.076 1.810 -2.150
315 H 1.147 0.444 -2.603
316 H -0.590 0.396 -2.946
317 H 0.825 1.312 0.582
318 H 1.938 1.000 -0.684
319 H 1.503 -0.359 0.443